1.
{"formula": "C24H25AgAsF5N6O4Te", "method": "ωB97M-V with the def2-TZVPD basis set", "charge": -2, "fmax_ha_per_bohr": 0.008, "e_above_lowest_kcal_mol": 4.3, "total_energy_ha": -4709.27577, "symbols": ["Ag", "N", "C", "C", "O", "N", "C", "C", "O", "O", "H", "H", "H", "H", "H", "H", "N", "C", "N", "N", "C", "N", "H", "H", "H", "H", "C", "C", "C", "C", "C", "C", "As", "C", "C", "C", "C", "C", "C", "C", "C", "C", "C", "C", "C", "H", "H", "H", "H", "H", "H", "H", "H", "H", "H", "H", "H", "H", "H", "H", "F", "Te", "F", "F", "F", "F", "O"], "xyz": [[0.714, 1.746, 2.410], [1.478, 2.170, -0.681], [1.023, 3.544, -0.557], [-0.255, 3.726, 0.250], [-1.101, 4.545, -0.145], [-0.441, 2.971, 1.341], [-1.733, 3.005, 2.014], [-2.089, 1.614, 2.517], [-3.251, 1.254, 2.660], [-1.063, 0.865, 2.807], [2.223, 1.946, -0.027], [1.810, 1.976, -1.614], [0.768, 3.945, -1.539], [1.766, 4.221, -0.116], [-2.504, 3.401, 1.362], [-1.688, 3.649, 2.904], [5.192, -2.744, 2.732], [4.377, -1.979, 1.929], [4.980, -1.022, 1.208], [3.110, -2.325, 1.876], [2.274, -1.416, 1.394], [1.524, -0.641, 0.973], [6.056, -2.300, 3.001], [4.683, -3.155, 3.498], [5.723, -0.492, 1.674], [4.402, -0.375, 0.674], [-6.045, -0.884, -2.061], [-4.972, -1.212, -2.882], [-3.673, -0.979, -2.453], [-3.427, -0.415, -1.203], [-4.507, -0.081, -0.388], [-5.809, -0.320, -0.815], [-1.634, -0.086, -0.449], [-1.301, -1.960, 0.014], [-1.204, -2.242, 1.375], [-1.011, -3.548, 1.806], [-0.909, -4.581, 0.884], [-1.006, -4.305, -0.473], [-1.209, -3.000, -0.904], [-0.647, 0.058, -2.126], [0.599, -0.537, -2.302], [1.352, -0.268, -3.437], [0.878, 0.610, -4.402], [-0.357, 1.221, -4.226], [-1.111, 0.947, -3.093], [-7.060, -1.067, -2.395], [-5.149, -1.649, -3.859], [-2.840, -1.230, -3.101], [-4.325, 0.362, 0.588], [-6.640, -0.059, -0.170], [-1.245, -1.429, 2.093], [-0.920, -3.753, 2.866], [-0.742, -5.598, 1.221], [-0.919, -5.105, -1.201], [-1.273, -2.794, -1.967], [0.999, -1.180, -1.528], [2.327, -0.729, -3.551], [1.474, 0.830, -5.280], [-0.728, 1.923, -4.963], [-2.064, 1.447, -2.955], [1.632, 0.636, 3.733], [3.958, 1.749, 2.665], [5.994, 1.015, 2.835], [4.206, 1.480, 0.611], [4.093, 2.460, 4.480], [4.881, 3.335, 2.246], [2.359, 2.806, 2.224]], "nbo_charge": [1.54, -0.86, -0.30, 0.65, -0.71, -0.62, -0.36, 0.79, -0.69, -0.74, 0.41, 0.36, 0.19, 0.20, 0.24, 0.19, -0.81, 0.65, -0.83, -0.67, 0.46, -0.52, 0.39, 0.39, 0.44, 0.45, -0.24, -0.23, -0.25, -0.22, -0.25, -0.21, 0.98, -0.22, -0.22, -0.22, -0.23, -0.22, -0.26, -0.34, -0.21, -0.21, -0.24, -0.25, -0.16, 0.19, 0.20, 0.21, 0.25, 0.20, 0.26, 0.21, 0.19, 0.19, 0.21, 0.24, 0.20, 0.20, 0.20, 0.21, -0.72, 2.53, -0.80, -0.76, -0.70, -0.65, -1.11]}

2.
{"formula": "C24H25BrN2O3", "method": "ωB97M-V with the def2-TZVPD basis set", "charge": 0, "fmax_ha_per_bohr": 0.168, "e_above_lowest_kcal_mol": 431.4, "total_energy_ha": -3837.97863, "smiles": "CCN(CCc1ccc2c(c1Br)C(=O)c1ccccc1C2=O)C(C)=O.CCCC#N", "symbols": ["C", "C", "N", "C", "C", "C", "C", "C", "C", "C", "C", "Br", "C", "O", "C", "C", "C", "C", "C", "C", "C", "O", "C", "C", "O", "H", "H", "H", "H", "H", "H", "H", "H", "H", "H", "H", "H", "H", "H", "H", "H", "H", "H", "C", "C", "C", "C", "N", "H", "H", "H", "H", "H", "H", "H"], "xyz": [[-2.195, 1.765, 2.307], [-1.934, 0.245, 2.861], [-1.884, -0.831, 1.801], [-0.747, -0.654, 0.823], [0.634, -1.284, 1.499], [1.948, -0.282, 1.332], [2.574, 0.517, 2.633], [3.901, 1.455, 2.396], [4.600, 1.607, 0.887], [3.954, 0.815, -0.433], [2.618, -0.125, -0.185], [1.724, -1.133, -1.683], [4.709, 0.992, -1.881], [4.553, 0.189, -2.950], [5.733, 2.300, -2.026], [6.113, 2.762, -3.558], [7.094, 4.070, -3.726], [7.697, 4.939, -2.438], [7.335, 4.443, -0.904], [6.357, 3.115, -0.737], [5.962, 2.552, 0.778], [6.731, 2.812, 1.868], [-3.216, -1.076, 1.134], [-3.957, -0.125, 0.024], [-3.854, -2.235, 1.452], [-3.210, 2.239, 2.710], [-2.092, 1.870, 1.125], [-1.331, 2.459, 2.746], [-0.982, 0.181, 3.577], [-2.863, -0.017, 3.562], [-0.531, 0.448, 0.497], [-0.925, -1.277, -0.180], [0.447, -1.586, 2.637], [0.863, -2.318, 0.948], [2.021, 0.360, 3.661], [4.398, 2.048, 3.293], [5.674, 2.130, -4.463], [7.412, 4.487, -4.797], [8.378, 5.901, -2.614], [7.727, 4.953, 0.080], [-3.623, -0.385, -1.091], [-5.115, -0.417, 0.060], [-3.914, 1.024, 0.239], [-6.720, -3.760, 0.272], [-7.261, -4.436, -0.981], [-6.206, -4.620, -2.071], [-5.727, -3.339, -2.607], [-5.345, -2.326, -3.027], [-6.381, -2.741, 0.064], [-7.503, -3.702, 1.035], [-5.881, -4.325, 0.691], [-8.107, -3.855, -1.368], [-7.652, -5.423, -0.703], [-6.638, -5.207, -2.887], [-5.361, -5.199, -1.679]], "nbo_charge": [-0.68, -0.23, -0.54, -0.23, -0.47, 0.01, -0.22, -0.16, -0.10, -0.12, -0.08, 0.11, 0.51, -0.53, -0.10, -0.19, -0.21, -0.22, -0.18, -0.11, 0.51, -0.54, 0.71, -0.76, -0.55, 0.23, 0.22, 0.22, 0.21, 0.22, 0.20, 0.24, 0.25, 0.25, 0.25, 0.27, 0.28, 0.24, 0.25, 0.27, 0.27, 0.26, 0.24, -0.61, -0.38, -0.51, 0.30, -0.35, 0.22, 0.21, 0.21, 0.21, 0.21, 0.25, 0.25]}

3.
{"formula": "C24H25ClN4O3", "method": "ωB97M-V with the def2-TZVPD basis set", "charge": 0, "fmax_ha_per_bohr": 0.026, "e_above_lowest_kcal_mol": 60.8, "total_energy_ha": -1834.47907, "smiles": "Cc1onc(-c2ccccc2Cl)c1C(=O)NNC(=O)C1CCN(Cc2ccccc2)CC1", "symbols": ["C", "C", "O", "N", "C", "C", "C", "C", "C", "C", "C", "Cl", "C", "C", "O", "N", "N", "C", "O", "C", "C", "C", "N", "C", "C", "C", "C", "C", "C", "C", "C", "C", "H", "H", "H", "H", "H", "H", "H", "H", "H", "H", "H", "H", "H", "H", "H", "H", "H", "H", "H", "H", "H", "H", "H", "H", "H"], "xyz": [[4.787, -3.665, -0.546], [3.394, -4.157, -0.517], [3.120, -5.396, -0.935], [1.792, -5.637, -0.820], [1.234, -4.565, -0.327], [-0.212, -4.453, -0.114], [-0.934, -3.475, -0.796], [-2.294, -3.333, -0.596], [-2.950, -4.168, 0.293], [-2.252, -5.148, 0.975], [-0.889, -5.292, 0.769], [-0.016, -6.495, 1.645], [2.226, -3.557, -0.099], [2.080, -2.201, 0.443], [2.881, -1.296, 0.262], [0.990, -2.034, 1.229], [0.655, -0.760, 1.682], [-0.651, -0.479, 1.907], [-1.486, -1.365, 1.842], [-0.978, 0.944, 2.336], [0.030, 2.017, 1.924], [0.035, 2.206, 0.409], [-1.291, 2.586, -0.038], [-1.293, 2.973, -1.438], [-0.530, 4.255, -1.643], [0.391, 4.391, -2.670], [1.073, 5.583, -2.849], [0.843, 6.649, -1.997], [-0.072, 6.518, -0.965], [-0.756, 5.330, -0.791], [-2.244, 1.533, 0.254], [-2.348, 1.322, 1.762], [5.220, -3.833, -1.530], [4.791, -2.604, -0.314], [5.390, -4.203, 0.184], [-0.412, -2.828, -1.487], [-2.839, -2.569, -1.126], [-4.010, -4.054, 0.461], [-2.754, -5.799, 1.672], [0.212, -2.683, 1.287], [1.394, -0.088, 1.524], [-1.048, 0.910, 3.430], [1.034, 1.797, 2.288], [-0.283, 2.960, 2.376], [0.728, 3.008, 0.142], [0.375, 1.282, -0.097], [-0.877, 2.179, -2.086], [-2.335, 3.134, -1.736], [0.578, 3.560, -3.337], [1.787, 5.678, -3.655], [1.377, 7.577, -2.135], [-0.253, 7.347, -0.297], [-1.468, 5.216, 0.012], [-3.220, 1.833, -0.137], [-1.961, 0.579, -0.229], [-2.694, 2.244, 2.229], [-3.062, 0.525, 1.969]], "nbo_charge": [-0.68, 0.40, -0.26, -0.12, 0.21, -0.07, -0.21, -0.19, -0.18, -0.22, -0.04, 0.03, -0.32, 0.65, -0.64, -0.45, -0.45, 0.67, -0.64, -0.32, -0.40, -0.24, -0.44, -0.23, -0.05, -0.21, -0.21, -0.22, -0.22, -0.16, -0.22, -0.40, 0.24, 0.27, 0.24, 0.22, 0.22, 0.22, 0.23, 0.44, 0.43, 0.24, 0.20, 0.22, 0.22, 0.16, 0.17, 0.21, 0.21, 0.21, 0.21, 0.21, 0.21, 0.21, 0.16, 0.21, 0.24]}

4.
{"formula": "C24H25CuN2Si", "method": "ωB97M-V with the def2-TZVPD basis set", "charge": 0, "fmax_ha_per_bohr": 0.020, "e_above_lowest_kcal_mol": 2.4, "total_energy_ha": -2969.02411, "symbols": ["Cu", "C", "C", "C", "C", "C", "C", "Si", "C", "C", "C", "C", "C", "C", "C", "C", "C", "C", "C", "C", "H", "H", "H", "H", "H", "H", "H", "H", "H", "H", "H", "H", "H", "H", "H", "N", "C", "N", "C", "C", "C", "C", "C", "H", "H", "H", "H", "H", "H", "H", "H", "H", "H"], "xyz": [[-0.101, 0.251, -0.454], [-4.432, -2.436, -2.755], [-4.512, -1.054, -2.841], [-3.915, -0.257, -1.872], [-3.226, -0.817, -0.795], [-3.165, -2.212, -0.724], [-3.759, -3.015, -1.686], [-2.205, 0.230, 0.447], [-2.883, -0.292, 2.153], [-4.107, -0.941, 2.313], [-4.587, -1.273, 3.573], [-3.845, -0.967, 4.705], [-2.625, -0.321, 4.569], [-2.153, 0.007, 3.306], [-2.909, 2.013, 0.252], [-4.249, 2.334, 0.470], [-4.718, 3.631, 0.318], [-3.851, 4.651, -0.052], [-2.512, 4.359, -0.268], [-2.056, 3.056, -0.117], [-4.890, -3.057, -3.514], [-5.052, -0.596, -3.662], [-3.994, 0.823, -1.945], [-2.645, -2.677, 0.109], [-3.701, -4.094, -1.605], [-4.697, -1.192, 1.438], [-5.542, -1.774, 3.677], [-4.215, -1.234, 5.687], [-2.040, -0.078, 5.448], [-1.197, 0.512, 3.210], [-4.944, 1.554, 0.768], [-5.764, 3.853, 0.493], [-4.214, 5.665, -0.163], [-1.821, 5.147, -0.546], [-1.004, 2.842, -0.285], [1.175, 0.628, -1.771], [1.190, 1.268, -2.740], [1.197, 1.984, -3.825], [0.333, 1.654, -4.962], [-0.382, 2.905, -5.463], [0.619, 4.028, -5.742], [1.426, 4.330, -4.478], [2.155, 3.077, -4.010], [-0.382, 0.896, -4.647], [0.949, 1.238, -5.766], [-1.102, 3.238, -4.711], [-0.940, 2.644, -6.363], [0.092, 4.922, -6.075], [1.296, 3.730, -6.549], [0.748, 4.668, -3.690], [2.156, 5.121, -4.653], [2.678, 3.246, -3.070], [2.890, 2.777, -4.766]], "nbo_charge": [0.49, -0.23, -0.21, -0.23, -0.44, -0.16, -0.24, 0.82, -0.45, -0.15, -0.24, -0.22, -0.22, -0.19, -0.44, -0.14, -0.24, -0.22, -0.23, -0.22, 0.21, 0.20, 0.21, 0.20, 0.21, 0.20, 0.21, 0.21, 0.21, 0.20, 0.20, 0.21, 0.21, 0.20, 0.20, -0.56, 0.57, -0.46, -0.20, -0.41, -0.40, -0.41, -0.20, 0.23, 0.19, 0.21, 0.22, 0.22, 0.20, 0.21, 0.22, 0.23, 0.19]}